(1)
Entry from the OMol25 dataset: C27H58HfNP3 as an isolated structure (ωB97M-V with the def2-TZVPD basis set).

Geometry as XYZ:
```
90
Properties=species:S:1:pos:R:3:forces:R:3:lowdin_charge:R:1
P -1.35920 4.60911 -0.09428 -1.3 -0.1 -2.3 1.01
P -4.62852 2.66233 -0.22221 -1.1 0.7 -0.3 0.89
C -3.10402 5.08702 -0.61550 0.2 0.5 0.4 -0.29
C -4.24876 4.45328 0.18213 -0.5 -0.6 0.3 -0.40
H -3.23349 4.89506 -1.69482 0.5 -0.2 0.3 0.08
H -3.18738 6.18462 -0.49722 0.3 -0.4 0.0 0.10
H -4.07365 4.46969 1.27049 -0.1 0.3 -0.3 0.06
H -5.19107 4.99354 -0.01848 0.5 0.1 0.2 0.10
C -5.66249 2.94183 -1.74207 -0.2 -0.1 -0.2 -0.26
H -5.78214 1.98410 -2.27777 0.0 0.4 0.1 0.04
H -5.23761 3.68164 -2.44634 0.0 -0.4 0.4 0.05
H -6.66779 3.29488 -1.44344 0.5 -0.1 -0.2 0.05
C -5.95938 2.31530 0.98158 -0.2 -0.1 0.0 -0.29
H -6.94512 2.65175 0.61754 0.4 -0.1 0.4 0.05
H -5.71829 2.78481 1.94243 -0.2 -0.1 -0.1 0.04
H -5.97159 1.22541 1.11211 -0.2 0.3 0.1 0.03
C -0.27443 6.01063 -0.37595 0.4 0.6 0.5 -0.18
H 0.69490 5.80382 0.10603 -0.3 0.1 -0.2 0.07
H -0.68564 6.93166 0.06615 0.1 -0.3 -0.1 0.07
H -0.08295 6.19570 -1.44423 -0.3 -0.3 0.3 0.08
C -1.40487 4.11688 1.66120 0.3 0.8 0.5 -0.20
H -2.21272 3.41811 1.91152 0.1 0.2 -0.3 0.05
H -1.53275 5.00028 2.30823 0.0 -0.1 -0.4 0.09
H -0.44474 3.67666 1.94456 -0.1 0.1 -0.1 0.02
Hf -0.35854 0.24927 1.35661 2.3 -1.3 -2.2 1.43
C -2.80609 0.11233 -1.63226 0.8 -0.3 -0.1 -0.12
C -3.23587 0.47353 -2.84182 -0.7 0.1 0.0 -0.11
C -2.70956 1.49398 -3.80153 0.3 0.0 -0.3 -0.17
C -1.28830 2.03173 -3.44757 -0.5 -0.6 -1.0 -0.25
C -1.21767 3.26470 -2.68798 -0.8 2.6 0.4 -0.23
C -0.79140 3.23152 -1.32226 0.3 -1.5 1.8 -0.42
C -1.58207 2.08131 -0.54449 0.0 1.4 -0.4 -0.35
C -1.54480 0.60456 -0.85842 -1.6 -0.6 -0.1 -0.29
C 1.35471 1.44165 1.92084 0.5 0.4 0.1 -0.26
H -3.36979 -0.61981 -1.05326 0.0 0.1 -0.4 0.09
H -4.15096 -0.01731 -3.20863 0.3 0.1 0.4 0.12
H -3.44051 2.35935 -3.93154 0.8 -1.1 0.3 0.13
H -2.64767 0.99235 -4.79504 -0.2 0.3 0.5 0.12
H -0.68627 1.23302 -2.96181 -0.2 0.2 -0.7 0.11
H -0.85179 2.26690 -4.41912 0.4 -0.4 -0.1 0.11
H -1.17009 4.21344 -3.26759 0.2 -0.7 0.6 0.10
H 0.31781 3.08594 -1.18611 -0.1 0.3 0.7 0.12
H -2.63798 2.37543 -0.74464 0.9 -0.3 0.6 -0.01
H -1.42220 2.22708 0.56399 0.1 -0.3 -0.1 0.00
H -0.55834 0.28707 -1.23153 -0.5 -0.4 0.2 0.08
H -1.83454 0.01213 0.15439 -0.1 0.7 -2.0 0.04
H 1.84658 1.07256 2.83849 0.0 0.2 -0.2 0.02
H 1.07978 2.48505 2.09742 0.2 0.0 0.1 -0.03
H 2.09474 1.40913 1.10026 -0.3 0.1 0.4 0.02
C 2.45100 -2.30322 -1.98196 -0.2 0.0 0.0 -0.08
C 2.54586 -2.90968 -0.55839 0.6 -1.1 -0.3 -0.60
C 2.97337 -4.39943 -0.71828 0.2 -0.1 -0.1 -0.07
C 3.64679 -2.11997 0.18774 0.1 0.1 0.1 -0.09
P 0.90544 -2.69801 0.35245 -0.9 2.4 -0.4 1.04
N 0.62284 -1.04910 0.30838 -0.9 -0.1 1.2 -0.34
C -0.58652 -3.52232 -0.45014 0.4 -0.6 0.1 -0.60
C -0.45220 -5.06402 -0.48164 -0.1 -0.2 -0.1 -0.06
C -1.88272 -3.20197 0.30777 -0.3 0.2 0.2 -0.08
C -0.71208 -2.97032 -1.87395 0.0 0.0 -0.2 -0.07
C 0.83380 -2.97181 2.23704 0.0 -0.1 -0.9 -0.57
C 0.22317 -4.31112 2.65617 0.0 -0.4 0.6 -0.07
C 2.26074 -2.96146 2.78140 0.3 0.2 0.8 -0.08
C 0.00504 -1.74137 2.78123 0.3 0.3 -0.4 -0.12
H 3.48022 -2.23546 -2.38730 -0.6 0.0 0.3 0.10
H 2.02551 -1.29123 -1.92099 0.1 -0.3 -0.3 0.08
H 1.87421 -2.94060 -2.67571 0.3 0.5 0.4 0.07
H 4.02700 -4.43174 -1.06454 -0.5 0.1 0.2 0.11
H 2.92853 -4.97888 0.22111 0.0 0.2 -0.3 0.08
H 2.38896 -4.92126 -1.49807 0.2 0.3 0.5 0.08
H 3.23144 -1.18891 0.58779 0.2 -0.1 0.0 0.06
H 4.12671 -2.70552 0.98092 -0.2 0.3 -0.2 0.08
H 4.44084 -1.83479 -0.52169 -0.4 -0.2 0.2 0.10
H -0.67239 -5.52660 0.48926 0.1 0.2 -0.3 0.07
H -1.19834 -5.45474 -1.19306 0.3 0.1 0.2 0.11
H 0.53314 -5.41275 -0.81113 -0.3 0.1 0.0 0.07
H -2.19618 -2.15606 0.18490 0.1 -0.1 -0.1 0.05
H -2.69384 -3.82148 -0.11513 0.3 0.2 0.1 0.12
H -1.83521 -3.42650 1.37848 -0.1 0.0 -0.4 0.06
H -0.62475 -1.87667 -1.88412 0.0 -0.3 -0.1 0.06
H 0.03250 -3.40480 -2.54894 -0.3 0.1 0.2 0.08
H -1.70220 -3.22643 -2.27443 0.2 0.0 0.1 0.11
H 0.66312 -5.17577 2.12162 -0.2 0.6 0.3 0.10
H 0.45991 -4.44703 3.72538 -0.1 -0.1 -0.3 0.10
H -0.86113 -4.35087 2.56823 0.2 -0.1 0.0 0.07
H 2.76559 -1.99905 2.66695 -0.1 -0.1 -0.1 0.08
H 2.20980 -3.17378 3.85949 0.1 0.1 -0.2 0.10
H 2.89801 -3.74821 2.33660 -0.5 0.4 0.2 0.10
H 0.70478 -0.79979 2.74803 -0.6 -1.6 0.7 0.05
H -0.98538 -1.56800 2.15762 1.2 -0.9 1.3 0.06
H -0.27004 -1.90526 3.82593 -0.1 0.1 -0.1 0.12
```
Positions in Å, forces in eV/Å.

Spin multiplicity: 1
Energy above the lowest of the compared OMol25 structures with the same formula, charge and spin: 0.00 kcal per mole
Kohn-Sham gap (alpha / beta): 3.051 / 3.064 eV
E_tot: -59581.630 eV
F_max: 3.43 eV/A
Net charge: +2

***

(2)
Entry from the OMol25 dataset: a 6-piece molecular cluster, H12O6 overall (ωB97M-V with the def2-TZVPD basis set).

Geometry as XYZ:
```
18
Properties=species:S:1:pos:R:3:forces:R:3:lowdin_charge:R:1
O -4.92381 -1.27176 -2.59261 0.1 -0.7 -0.4 -0.05
H -4.41041 -0.87751 -1.89143 -0.1 0.4 0.2 0.02
H -5.61028 -0.66993 -2.87918 0.0 0.3 0.2 0.03
O 9.65240 -11.75589 -13.85722 -0.4 0.5 0.9 -0.05
H 10.59067 -11.82038 -14.02436 0.0 -0.3 -0.5 0.03
H 9.12451 -12.13630 -14.55631 0.4 -0.2 -0.4 0.03
O -2.18181 2.79159 0.20785 0.0 0.1 0.0 -0.06
H -1.56636 2.53328 -0.48410 0.0 0.0 0.0 0.03
H -2.32443 2.00315 0.73781 0.0 0.0 0.0 0.03
O 5.81798 8.31435 1.17086 -0.5 -0.2 -0.1 -0.07
H 5.04564 8.32135 1.74993 0.2 0.1 0.2 0.03
H 5.45557 7.89814 0.37889 0.3 0.1 -0.1 0.03
O -3.35368 4.74750 10.94289 -0.1 -0.6 0.2 -0.07
H -4.07038 4.37536 11.47339 -0.1 0.3 -0.1 0.03
H -2.75495 3.99136 10.88970 0.1 0.3 -0.2 0.03
O -5.18673 -2.26832 4.12119 0.2 0.0 0.0 -0.06
H -4.43706 -2.80970 4.38977 -0.1 -0.1 0.0 0.03
H -4.86689 -1.36628 4.22290 -0.1 0.0 0.0 0.03
```
Positions in Å, forces in eV/Å.

Spin multiplicity: 1
Energy above the lowest of the compared OMol25 structures with the same formula, charge and spin: 46.34 kcal per mole
Kohn-Sham gap: 11.936 eV
SMILES: O.O.O.O.O.O
E_tot: -12479.104 eV
F_max: 1.07 eV/A
Net charge: 0

***

(3)
Entry from the OMol25 dataset: a 6-piece molecular cluster, C35H37N6O14P overall (ωB97M-V with the def2-TZVPD basis set).

Geometry as XYZ:
```
93
Properties=species:S:1:pos:R:3:forces:R:3:lowdin_charge:R:1
O 5.65703 0.67574 -0.01176 -1.5 0.4 0.6 0.05
N 4.53034 0.93787 0.43497 0.8 1.1 0.1 -0.31
O 4.19286 2.04332 0.88234 0.5 -1.7 -1.0 0.03
C 3.52961 -0.13590 0.43871 -0.7 -0.7 0.0 -0.15
C 3.87931 -1.41226 -0.02325 0.0 0.1 0.0 -0.01
C 2.93024 -2.43590 0.00535 -0.1 0.4 0.1 -0.07
C 1.64434 -2.18448 0.48638 0.1 0.1 0.0 -0.08
C 1.29570 -0.90978 0.93603 0.4 -0.1 -0.1 -0.07
C 2.23712 0.12122 0.91497 0.0 0.0 0.0 0.00
H 4.87713 -1.62433 -0.40103 -0.2 0.3 0.2 0.12
H 3.19395 -3.43161 -0.34477 0.0 0.2 0.1 0.11
H 0.90943 -2.98726 0.51197 0.1 0.2 0.0 0.11
H 0.29062 -0.72098 1.30672 0.2 0.0 -0.1 0.11
H 1.95077 1.10832 1.27187 0.3 -0.2 -0.1 0.12
O 0.22435 -0.51965 -2.03043 -0.2 -0.5 -1.8 0.06
N 0.15246 -0.84265 -3.22551 -0.8 -0.1 0.9 -0.31
O -0.82638 -1.39831 -3.74432 1.3 0.7 0.8 0.05
C 1.30758 -0.55142 -4.08304 0.8 0.2 -0.6 -0.14
C 2.45060 0.04211 -3.52988 0.0 0.0 0.0 0.01
C 3.55536 0.29455 -4.34548 -0.3 -0.2 -0.1 -0.06
C 3.51552 -0.03879 -5.70026 -0.1 0.0 0.1 -0.07
C 2.37202 -0.62018 -6.25071 0.0 0.1 0.4 -0.07
C 1.26203 -0.88003 -5.44443 0.0 0.0 0.0 0.00
H 2.49745 0.30771 -2.47602 -0.2 -0.2 -0.2 0.11
H 4.44962 0.74876 -3.92413 -0.2 -0.1 0.0 0.11
H 4.38147 0.15480 -6.33101 -0.2 0.0 0.1 0.11
H 2.34759 -0.87439 -7.30808 -0.1 0.0 0.2 0.11
H 0.37958 -1.33654 -5.88786 0.1 0.1 0.3 0.12
O -3.77183 -7.27280 -5.36216 -1.5 1.1 -0.2 0.06
N -4.73953 -6.50028 -5.42917 0.0 -1.1 -0.4 -0.31
O -5.81409 -6.76856 -5.98539 1.5 0.3 0.8 0.05
C -4.60096 -5.17584 -4.81182 0.1 0.9 0.4 -0.14
C -3.38984 -4.81632 -4.20460 -0.1 0.0 0.0 0.00
C -3.25589 -3.54623 -3.64041 -0.3 -0.2 -0.1 -0.07
C -4.32303 -2.64742 -3.67910 0.0 -0.1 -0.1 -0.06
C -5.53151 -3.01189 -4.27520 0.3 -0.3 0.0 -0.07
C -5.67645 -4.27825 -4.84528 0.0 0.0 0.0 0.00
H -2.54883 -5.50522 -4.16632 -0.3 0.0 -0.1 0.12
H -2.31768 -3.25537 -3.17273 -0.2 -0.1 -0.2 0.09
H -4.21195 -1.65619 -3.24283 0.0 -0.2 -0.1 0.11
H -6.35955 -2.30687 -4.29876 0.1 -0.2 0.0 0.11
H -6.62362 -4.54596 -5.30891 0.3 -0.1 0.1 0.12
O -9.79351 -9.38188 -11.03970 1.7 -0.2 -0.7 0.06
N -8.63531 -9.50036 -11.46658 -1.0 -0.2 -0.8 -0.33
O -8.34513 -9.83500 -12.62410 -0.5 0.5 1.6 0.06
C -7.53278 -9.23062 -10.53591 0.7 0.2 0.6 -0.15
C -7.81491 -8.88570 -9.20692 0.1 0.0 -0.1 0.00
C -6.76174 -8.65399 -8.32005 0.0 -0.1 -0.3 -0.07
C -5.44111 -8.76160 -8.75879 -0.1 0.0 -0.1 -0.07
C -5.16312 -9.09499 -10.08551 -0.4 0.0 0.1 -0.07
C -6.20797 -9.33182 -10.98098 0.0 0.0 0.0 -0.01
H -8.83857 -8.79790 -8.84947 0.2 -0.1 -0.3 0.12
H -6.97038 -8.39227 -7.28490 0.1 -0.1 -0.3 0.09
H -4.62325 -8.58551 -8.06216 -0.2 0.0 -0.1 0.10
H -4.13127 -9.17402 -10.42059 -0.2 0.0 0.0 0.11
H -5.97474 -9.59384 -12.01088 -0.3 0.0 0.2 0.12
O -1.34409 8.91358 7.49333 1.4 -1.4 -0.1 0.07
N -0.49258 8.01907 7.38154 -0.1 1.0 0.8 -0.31
O 0.52813 7.93110 8.07900 -1.5 0.1 -1.0 0.03
C -0.70571 6.99752 6.34932 -0.1 -0.7 -0.7 -0.14
C -1.82751 7.07938 5.51288 0.1 0.0 0.0 0.00
C -2.01213 6.11839 4.51698 0.3 0.0 0.3 -0.07
C -1.08737 5.08443 4.36245 0.0 0.1 0.1 -0.07
C 0.02337 4.99940 5.20366 -0.2 0.3 0.0 -0.06
C 0.22017 5.95621 6.20138 -0.1 0.0 0.0 0.01
H -2.55722 7.87895 5.62038 0.3 -0.1 0.1 0.12
H -2.87610 6.17707 3.85845 0.2 0.0 0.2 0.11
H -1.23260 4.34067 3.58084 0.0 0.2 0.2 0.11
H 0.73807 4.18892 5.07884 -0.1 0.2 0.1 0.11
H 1.09256 5.87781 6.84679 -0.3 0.2 -0.1 0.10
C 2.94168 8.41017 10.28693 0.3 0.1 -0.5 -0.14
C 4.22269 7.54042 9.66287 -0.8 1.2 -0.5 -0.24
C 3.58673 6.34541 8.73807 1.0 -0.4 -0.5 -0.16
C 3.95594 4.81848 9.23842 -2.1 0.2 0.6 -0.13
O 4.55444 4.12540 8.08760 -0.7 7.4 0.4 -0.20
O 4.67690 2.84372 8.28573 2.1 -6.2 -3.3 -0.02
C 5.11135 2.32982 6.94365 -3.0 -5.3 -2.2 -0.26
O 4.51627 1.21549 6.50883 4.4 7.1 2.9 -0.01
O 6.10154 3.04815 6.11899 -2.0 -2.4 1.7 -0.23
P 6.31712 2.29812 4.54423 -3.7 -0.3 -2.6 0.77
N 4.95904 2.26823 3.63326 2.8 0.7 0.5 -0.29
H 2.18247 8.52514 9.37847 1.5 -0.3 2.4 0.06
H 3.24211 9.49589 10.60455 -0.4 -2.1 -0.5 0.07
H 2.45370 7.88559 11.22642 0.9 1.0 -2.1 0.09
H 4.78233 8.29397 8.92902 -1.0 -1.7 1.7 0.11
H 4.97926 7.18350 10.48461 -1.6 0.5 -1.6 0.10
H 2.42425 6.46755 8.67810 2.3 -0.3 0.2 0.08
H 4.02829 6.46528 7.63555 -1.0 -0.4 2.4 0.13
H 2.91448 4.29456 9.47346 2.2 0.8 -0.4 0.14
H 4.58152 4.77635 10.22693 -0.7 0.1 -2.1 0.13
H 7.30963 3.03361 3.79958 0.0 -0.3 1.4 0.02
H 6.76630 0.92315 4.61905 0.0 1.3 1.1 0.03
H 5.13581 2.82621 2.75168 -0.4 -0.5 1.5 -0.04
```
Positions in Å, forces in eV/Å.

Spin multiplicity: 1
Kohn-Sham gap: 7.928 eV
SMILES: O=[N+]([O-])c1ccccc1.O=[N+]([O-])c1ccccc1.O=[N+]([O-])c1ccccc1.O=[N+]([O-])c1ccccc1.O=[N+]([O-])c1ccccc1.CCCCOOC(=O)O[PH2]=N
E_tot: -83767.754 eV
F_max: 8.83 eV/A
Net charge: 0

***

Q: What is the formula in the first record?
A: C27H58HfNP3